1.
Density functional theory data (the ωB97M-V functional and the def2-TZVPD basis) for a structure of composition C20H58O11S9Tl at a distorted geometry.

For the LUMO energy, the calculation gives -7.31 eV. As for the charge: +1. The calculation puts the HOMO-LUMO gap at 0.1296 Ha. For the energy relative to the best compared isomer or geometry (same formula, charge and spin), the calculation gives 0.0 kJ/mol. As for the total energy: -5379.8452 hartree.

Last column: Löwdin charge in e.
Positions of all 99 atoms, in Å:
1 Tl 3.35519 -0.47445 -0.25051  1.152
2 O 0.94540 1.23013 -0.78271  -0.138
3 C -0.15289 0.38041 -1.03512  -0.198
4 C -0.47235 -0.91395 -0.05259  -0.187
5 O 0.60370 -1.76269 0.46315  -0.156
6 H 0.04790 -0.09190 -1.99674  0.107
7 H -1.03524 1.01950 -1.00136  0.088
8 H -1.22291 -1.53508 -0.54142  0.090
9 H -0.96663 -0.49280 0.82286  0.091
10 C 1.97921 4.26702 2.01001  -0.254
11 S 3.44530 3.67985 1.03029  0.907
12 O 3.41120 2.15815 0.89913  -0.702
13 C 2.83178 4.44663 -0.60773  -0.203
14 H 1.04247 3.83191 1.66172  0.029
15 H 1.68894 5.29126 1.77595  0.062
16 H 2.05252 4.21854 3.09646  0.039
17 H 1.85758 3.98801 -0.77715  0.004
18 H 3.46089 4.03419 -1.39655  0.048
19 H 2.72342 5.52762 -0.69614  0.069
20 C -4.08903 0.01655 -0.95375  -0.234
21 S -3.62463 0.01362 -2.73706  0.782
22 O -4.44746 -1.03459 -3.47200  -0.531
23 C -4.19877 1.66543 -3.21707  -0.238
24 H -5.14684 0.27351 -0.89798  0.061
25 H -3.42486 0.71220 -0.44085  0.019
26 H -4.02131 -0.99770 -0.56031  0.033
27 H -5.27363 1.49754 -3.14928  0.061
28 H -3.84624 1.91883 -4.21687  0.061
29 H -3.74477 2.37591 -2.52627  0.038
30 C -0.82723 3.87553 -2.43840  -0.250
31 S 0.17405 4.27713 -3.96619  0.880
32 O 0.99727 5.50569 -3.60195  -0.563
33 C 1.39483 2.88056 -3.74625  -0.254
34 H -1.21843 2.86305 -2.33866  0.013
35 H -1.69053 4.52159 -2.27899  0.053
36 H -0.09065 3.94418 -1.63788  0.019
37 H 1.97328 2.90145 -2.82264  0.030
38 H 2.02511 2.83149 -4.63420  0.040
39 H 0.83209 1.95073 -3.66359  0.022
40 C -2.60809 2.22053 4.40355  -0.218
41 S -2.25929 3.69013 3.29283  0.851
42 O -1.04045 4.40505 3.84709  -0.555
43 C -1.79016 2.86239 1.75374  -0.273
44 H -3.29686 2.53722 5.18674  0.053
45 H -1.64993 1.81402 4.72726  0.032
46 H -3.15796 1.43665 3.88272  0.042
47 H -1.05471 2.14382 2.11549  0.015
48 H -1.40898 3.44485 0.91497  0.053
49 H -2.58741 2.26907 1.30600  0.036
50 C 2.59631 -3.35840 3.14992  -0.269
51 S 3.95592 -3.86612 2.10297  0.879
52 O 4.04416 -2.82716 0.99386  -0.699
53 C 5.30066 -3.50897 3.31700  -0.220
54 H 2.83399 -2.39252 3.59566  0.034
55 H 2.10897 -4.09821 3.78496  0.070
56 H 1.80177 -3.14297 2.43550  0.025
57 H 5.04974 -2.52572 3.71493  0.047
58 H 6.24652 -3.45523 2.77796  0.056
59 H 5.31489 -4.23166 4.13286  0.061
60 C -1.76518 -4.45817 -1.47822  -0.244
61 S -0.95247 -4.63217 -3.14084  0.845
62 O -1.95407 -5.34835 -4.00531  -0.549
63 C -1.25191 -2.90584 -3.63893  -0.274
64 H -2.79704 -4.15857 -1.66149  0.055
65 H -1.26875 -3.69278 -0.88168  0.014
66 H -1.76728 -5.45516 -1.03765  0.056
67 H -0.94635 -2.79228 -4.67904  0.052
68 H -0.64262 -2.21788 -3.05277  0.016
69 H -2.31494 -2.66692 -3.60756  0.036
70 C -2.19410 -3.06108 2.21663  -0.242
71 S -3.83037 -3.64779 1.49958  0.814
72 O -3.90081 -5.16356 1.57116  -0.546
73 C -4.83459 -3.09958 2.90947  -0.268
74 H -2.26000 -3.32917 3.27109  0.050
75 H -2.04417 -1.99369 2.05448  0.015
76 H -1.36108 -3.60216 1.76784  0.045
77 H -4.65313 -2.02661 2.97191  0.036
78 H -4.62846 -3.56839 3.87167  0.066
79 H -5.90086 -3.16383 2.69259  0.055
80 C 1.76964 1.76405 4.34654  -0.194
81 S 1.54618 0.69624 2.80931  0.854
82 O 2.87237 -0.11722 2.63628  -0.630
83 C 0.29683 -0.47404 3.61141  -0.225
84 H 2.71387 2.26860 4.14169  0.049
85 H 1.81992 1.15227 5.24726  0.059
86 H 0.91985 2.44666 4.34632  0.030
87 H -0.68931 -0.00997 3.59509  0.022
88 H 0.57590 -0.75125 4.62796  0.060
89 H 0.20493 -1.40964 3.05976  0.015
90 C 1.89792 -0.95816 -4.63425  -0.241
91 S 3.35996 0.13970 -4.55787  0.856
92 O 3.49091 0.32677 -3.08080  -0.686
93 C 4.70906 -1.01832 -5.05900  -0.223
94 H 1.88667 -1.17521 -5.70236  0.056
95 H 1.01051 -0.45077 -4.25589  0.030
96 H 1.99832 -1.89033 -4.07832  0.063
97 H 5.59479 -0.81236 -4.45804  0.056
98 H 5.03106 -0.87596 -6.09057  0.052
99 H 4.51215 -2.07928 -4.90501  0.058

***

2.
Density functional theory data (the ωB97M-V functional and the def2-TZVPD basis) for a structure of composition C20H59FeO10 at a distorted geometry.

The multiplicity is 6. For the LUMO energy (spin up / spin down), the calculation gives -6.55 / -10.33 eV. As for the charge: +2. The calculation puts the HOMO-LUMO gap (spin up / spin down) at 0.2717 / 0.1331 Ha. For the energy relative to the best compared isomer or geometry (same formula, charge and spin), the calculation gives 233.9 kJ/mol. As for the total energy: -2812.7242 hartree.

Last column: Löwdin charge in e.
Positions of all 90 atoms, in Å:
1 Fe -12.47851 3.38235 13.86048  1.119
2 C -16.43868 3.43349 13.14003  -0.072
3 C -15.62573 2.50818 14.05419  -0.374
4 O -14.30316 2.85342 14.20402  -0.320
5 H -16.44139 4.44357 13.57190  0.050
6 H -17.47922 3.12577 13.00097  0.070
7 H -16.03787 3.71825 12.16316  0.057
8 H -15.74987 1.50492 13.62335  0.093
9 H -16.14768 2.56669 15.02340  0.094
10 C -14.56120 -1.29126 13.92870  -0.062
11 C -13.30665 -1.68316 14.67120  -0.233
12 O -12.98469 -0.63974 15.64009  -0.115
13 H -15.45234 -1.61495 14.46569  0.078
14 H -14.61682 -1.73515 12.93209  0.086
15 H -14.54834 -0.21682 13.74236  0.054
16 H -12.40125 -1.63674 14.06001  0.106
17 H -13.26419 -2.67804 15.11246  0.130
18 H -13.55163 -0.83839 16.39460  0.114
19 C -18.07496 6.57300 10.41143  -0.069
20 C -16.64876 6.61548 10.99479  -0.343
21 O -15.71143 7.20789 10.12707  -0.053
22 H -18.64593 5.76795 10.86592  0.065
23 H -17.90209 6.43112 9.34507  0.081
24 H -18.52472 7.56038 10.53451  0.071
25 H -16.39881 5.55178 11.07522  0.074
26 H -16.62466 6.96589 12.03559  0.096
27 H -15.79338 8.16061 10.24798  0.093
28 C -16.79924 2.48481 9.17917  -0.084
29 C -15.32015 2.65015 8.90331  -0.323
30 O -14.87750 3.97253 8.61176  -0.079
31 H -16.99892 2.96277 10.14339  0.043
32 H -17.00834 1.41776 9.31251  0.072
33 H -17.55174 2.79913 8.45792  0.080
34 H -15.02927 2.06266 8.02355  0.114
35 H -14.75377 2.25164 9.74650  0.101
36 H -15.07249 4.15246 7.68841  0.089
37 C -10.11790 0.97905 15.94858  -0.054
38 C -10.82817 0.75111 14.64199  -0.255
39 O -12.10755 1.41990 14.52384  -0.181
40 H -10.22399 2.02883 16.22700  0.062
41 H -9.05207 0.75942 15.88511  0.093
42 H -10.48570 0.33346 16.74607  0.085
43 H -10.87217 -0.29830 14.34519  0.109
44 H -10.24423 1.13618 13.79660  0.120
45 H -12.82198 0.81307 14.76789  0.047
46 C -19.24833 0.96845 15.31402  -0.029
47 C -19.10507 2.45480 15.53344  -0.229
48 O -19.54695 3.19807 14.47987  0.213
49 H -18.74096 0.76120 14.37368  0.072
50 H -20.31305 0.74862 15.19490  0.107
51 H -18.97126 0.39418 16.19291  0.107
52 H -18.05155 2.72924 15.74338  0.156
53 H -19.71347 2.79395 16.40567  0.203
54 H -19.41334 4.21101 14.63825  0.115
55 C -20.35106 7.72840 15.46296  -0.068
56 C -19.98900 6.98576 14.20368  -0.214
57 O -19.21463 5.79619 14.60095  -0.129
58 H -20.80992 7.03981 16.17953  0.084
59 H -21.05229 8.54473 15.29656  0.090
60 H -19.49754 8.08896 16.04042  0.069
61 H -19.30195 7.54609 13.56493  0.116
62 H -20.80787 6.66287 13.56726  0.124
63 H -18.31745 6.14556 14.74225  0.056
64 C -16.75929 6.81697 17.34108  -0.066
65 C -16.07223 7.31137 16.08199  -0.273
66 O -16.35887 6.42333 14.97944  -0.119
67 H -16.33688 5.83015 17.54246  0.057
68 H -17.83870 6.75168 17.21719  0.062
69 H -16.51779 7.42281 18.21236  0.091
70 H -14.99076 7.24295 16.23341  0.109
71 H -16.31410 8.34792 15.84121  0.119
72 H -15.56208 6.36741 14.44689  0.079
73 C -17.88939 -1.33722 12.23921  -0.079
74 C -18.68115 -1.93155 13.40141  -0.339
75 O -19.18895 -3.18757 13.04436  -0.043
76 H -18.36871 -1.38338 11.26370  0.081
77 H -16.87992 -1.75162 12.20576  0.054
78 H -17.63651 -0.26798 12.33344  0.053
79 H -19.43599 -1.19216 13.70568  0.082
80 H -18.10609 -2.00636 14.32719  0.106
81 H -19.90809 -3.06477 12.41722  0.097
82 C -13.45581 4.47005 17.81503  -0.046
83 C -12.75169 3.36849 17.05400  -0.236
84 O -12.17061 3.95973 15.84989  -0.157
85 H -12.72221 5.25828 18.00724  0.092
86 H -13.77079 4.06733 18.77938  0.098
87 H -14.32920 4.87110 17.30843  0.059
88 H -13.46098 2.60555 16.73787  0.111
89 H -11.99125 2.82380 17.61135  0.121
90 H -11.65638 4.72179 16.14503  0.116

***

3.
Density functional theory data (the ωB97M-V functional and the def2-TZVPD basis) for a cluster of 8 separate species, C20H59N3O11 in total at a distorted geometry.

For the LUMO energy, the calculation gives 0.37 eV. The calculation puts the HOMO-LUMO gap at 0.3562 Ha. For the energy relative to the best compared isomer or geometry (same formula, charge and spin), the calculation gives 272.5 kJ/mol. As for the total energy: -1789.0333 hartree.

Last column: Löwdin charge in e.
Positions of all 93 atoms, in Å:
1 C 4.63180 2.84620 0.26039  -0.267
2 C 3.52906 3.05095 1.25756  -0.201
3 O 2.20674 2.81430 0.63993  -0.096
4 O 5.93685 2.92200 0.82998  -0.055
5 H 4.52750 3.49185 -0.61159  0.118
6 H 4.53928 1.87504 -0.22580  0.112
7 H 3.56309 3.97637 1.83248  0.122
8 H 3.50002 2.26984 2.01724  0.117
9 H 1.88680 3.65017 0.29273  0.072
10 H 6.45784 2.94493 0.02398  0.081
11 C 2.09296 -1.85616 -6.17314  -0.238
12 C 2.33553 -0.48734 -6.65334  -0.248
13 O 1.21978 0.24884 -6.14428  -0.098
14 O 2.55163 -1.90503 -4.81419  -0.077
15 H 2.73113 -2.51541 -6.76156  0.120
16 H 1.05088 -2.17109 -6.11851  0.123
17 H 2.38333 -0.23723 -7.71318  0.117
18 H 3.34120 -0.22008 -6.32882  0.120
19 H 1.23546 0.44476 -5.20461  0.012
20 H 2.15500 -1.20504 -4.29044  0.025
21 C -3.34536 -1.18629 -3.28446  -0.250
22 C -3.47834 -1.28411 -1.78663  -0.227
23 O -2.98112 -2.57482 -1.37158  -0.039
24 O -2.08882 -1.39946 -3.89081  -0.063
25 H -3.68469 -0.26170 -3.75147  0.122
26 H -4.09644 -1.88181 -3.65891  0.116
27 H -4.51048 -1.06936 -1.50973  0.105
28 H -2.89642 -0.46989 -1.35478  0.102
29 H -2.04806 -2.43198 -1.54648  0.057
30 H -1.93756 -0.90087 -4.69712  0.091
31 C 3.63260 -4.04489 -0.21932  -0.155
32 O 3.57463 -4.79265 -1.42681  -0.115
33 H 4.68946 -3.88070 -0.00913  0.085
34 H 2.99208 -3.16738 -0.30765  0.052
35 H 3.14607 -4.54367 0.61890  0.071
36 H 4.42834 -5.23107 -1.45063  0.066
37 C 0.05232 3.53465 -4.91599  -0.176
38 O 0.94427 3.46132 -3.84938  -0.126
39 H 0.50222 3.75344 -5.88440  0.086
40 H -0.62302 2.67921 -4.93153  0.075
41 H -0.52001 4.42916 -4.67027  0.074
42 H 1.72857 3.90916 -4.17480  0.081
43 C 2.32458 -0.36700 -1.63887  -0.036
44 C 0.98049 -0.58803 -2.25708  -0.413
45 C -0.12402 -0.43474 -1.24432  -0.238
46 O -0.17749 -1.50932 -0.37593  -0.149
47 C -0.13386 -1.19187 0.96653  -0.106
48 N 0.70580 0.40932 -3.31544  0.070
49 H 2.64045 -1.35043 -1.29074  0.062
50 H 2.26126 0.25388 -0.74523  0.073
51 H 3.08757 -0.07045 -2.35860  0.089
52 H 0.95799 -1.62999 -2.57633  0.149
53 H -0.96991 -0.48963 -1.92956  0.079
54 H -0.23816 0.54809 -0.78704  0.145
55 H 0.62062 -0.45578 1.24409  0.086
56 H 0.14586 -1.94137 1.70688  0.078
57 H -1.14511 -0.85238 1.19060  0.084
58 H 0.78121 1.30892 -2.86253  0.075
59 H -0.26611 0.21277 -3.50747  0.062
60 C -1.91465 2.77244 2.26725  -0.058
61 C -3.18145 2.60054 1.37573  -0.414
62 C -3.95800 1.31370 1.64680  -0.202
63 O -4.83795 1.04636 0.56806  -0.191
64 C -5.69604 -0.01873 0.79967  -0.129
65 N -3.99767 3.80658 1.49725  0.034
66 H -2.19433 3.03568 3.28734  0.069
67 H -1.18364 3.55049 2.04736  0.071
68 H -1.24343 1.92200 2.38687  0.059
69 H -2.82496 2.69179 0.34972  0.126
70 H -4.48623 1.50643 2.58057  0.127
71 H -3.33477 0.44321 1.85155  0.113
72 H -6.56261 0.23311 1.41102  0.096
73 H -5.11914 -0.93389 0.93294  0.095
74 H -6.09194 -0.16864 -0.20477  0.079
75 H -4.95364 3.48071 1.49412  0.061
76 H -3.91024 4.17202 2.43475  0.059
77 C 1.04234 -0.43443 4.95523  -0.041
78 C 0.93882 -1.78541 5.72177  -0.448
79 C -0.36459 -2.00010 6.48267  -0.209
80 O -0.60520 -0.90270 7.37577  -0.175
81 C -1.74528 -1.05088 8.16024  -0.134
82 N 1.21388 -2.86430 4.84139  0.039
83 H 1.16304 0.57913 5.33763  0.076
84 H 0.10245 -0.36478 4.40765  0.063
85 H 1.74893 -0.46029 4.12568  0.066
86 H 1.71325 -1.85361 6.48577  0.137
87 H -0.43937 -2.99290 6.92636  0.116
88 H -1.25879 -2.13456 5.87405  0.119
89 H -1.94534 -2.02652 8.60318  0.088
90 H -2.62663 -0.94269 7.52809  0.078
91 H -1.74900 -0.16556 8.79609  0.094
92 H 0.92560 -3.70340 5.32399  0.073
93 H 0.56915 -2.78667 4.06783  0.061